# 1
Entry from OMol25: a structure of composition C18H27CeClN (ωB97M-V with the def2-TZVPD basis set).

The geometry in XYZ format:
```
48
Properties=species:S:1:pos:R:3:mulliken_spin:R:1
C 0.8608 0.0760 -2.9927 -0.0003
H 1.2353 -0.8141 -3.5025 0.0000
H 0.4915 0.7514 -3.8159 0.0000
H -0.0396 -0.1976 -2.4240 0.0004
C 1.9698 0.6961 -2.1208 0.0005
H 1.5500 1.2744 -1.3130 0.0004
H 2.6698 0.0108 -1.6256 -0.0001
C 2.7404 1.6525 -3.0148 0.0000
H 3.6335 2.1701 -2.6462 0.0000
H 2.9668 1.1130 -3.9347 0.0000
H 2.0386 2.4055 -3.3627 0.0000
C -1.4346 1.3228 2.2255 -0.0036
C -0.4751 2.2723 1.6383 -0.0068
C -0.6549 2.2404 0.2135 -0.0056
C -1.6759 1.3005 -0.0990 0.0010
C -2.1360 0.7197 1.1259 -0.0001
C -3.1710 -0.3462 1.2010 0.0065
C -2.4851 1.3330 -1.3648 -0.0007
C -0.0956 3.2403 -0.7629 -0.0001
C 0.8078 2.6832 2.2541 0.0011
C -1.2196 0.6145 3.5052 0.0048
Ce 0.2447 0.0273 1.2523 1.0066
H -2.9698 0.3692 -1.5579 0.0000
H -3.2880 2.0980 -1.3121 -0.0003
H -1.8777 1.5702 -2.2498 0.0000
H -3.4731 -0.6498 0.1947 0.0004
H -2.8296 -1.2574 1.7058 -0.0009
H -4.0663 0.0099 1.7254 -0.0004
H -0.1604 0.5838 3.8372 -0.0008
H -1.8247 1.0446 4.3145 -0.0007
H -1.4838 -0.4548 3.4267 -0.0001
H 1.4739 3.1536 1.5120 -0.0014
H 0.6377 3.3924 3.0791 -0.0007
H 1.4099 1.8241 2.6563 -0.0001
H -0.0283 2.8173 -1.7764 0.0001
H -0.7518 4.1301 -0.8241 -0.0003
H 0.9075 3.5882 -0.4805 0.0000
Cl 3.8270 -4.8266 -0.8826 -0.0001
C 2.6809 -4.1441 0.1941 0.0000
C 2.3849 -4.7692 1.4127 -0.0001
C 1.4974 -4.1874 2.3009 0.0005
C 0.9274 -2.9456 1.9675 0.0020
N 1.3040 -2.3184 0.8283 0.0004
C 2.1181 -2.9008 -0.1096 0.0004
H 2.8607 -5.7101 1.6570 0.0000
H 1.2471 -4.6406 3.2390 0.0000
H 0.2126 -2.4766 2.6452 -0.0019
H 2.3819 -2.3758 -1.0305 0.0000
```

The largest force on an atom comes out at 0.074 Eh/bohr. Its highest occupied orbital energy (alpha / beta) is -15.75 / -15.74 eV. Its spin multiplicity is 2. As for the total charge: +2. As for the relative energy (zero: lowest compared OMol25 entry of this formula, charge and spin): 9.8 kcal/mol. The expectation value of S² is 0.751.

***

# 2
Entry from OMol25: a structure of composition C26H40ClF9I2N2O3PbS (ωB97M-V with the def2-TZVPD basis set).

The geometry in XYZ format:
```
85
Properties=species:S:1:pos:R:3:lowdin_charge:R:1
C 8.7102 -0.8558 1.9852 -0.1003
O 8.5462 -0.9827 0.5876 -0.2011
C 8.0232 0.1906 -0.0073 -0.2413
C 7.4862 -0.1686 -1.3756 -0.1517
C 6.4043 -1.2590 -1.2812 -0.1959
C 5.1127 -1.0002 -2.0909 -0.1583
C 3.8603 -1.4248 -1.3242 -0.1975
C 2.9564 -2.4238 -2.0542 -0.1849
C 2.1459 -3.1928 -1.0444 -0.2288
C 1.1207 -2.4062 -0.2079 -0.1808
C -0.2722 -3.0350 -0.2851 -0.1765
C -1.2166 -2.5426 0.8357 -0.1521
C -2.6554 -2.2490 0.3850 -0.1151
C -3.0143 -0.7919 0.0545 -0.3366
C -2.3267 0.2487 0.9691 -0.1226
C -0.9804 0.7820 0.4916 -0.1695
C -0.2036 1.4771 1.6286 -0.1589
C 0.2311 2.8982 1.2656 -0.0695
C -0.8327 3.9362 1.6302 -0.4511
F -0.5686 4.4387 2.8589 0.1247
F -2.0591 3.3469 1.6871 0.0947
C -0.8666 5.1078 0.6088 -0.4338
F 0.2308 5.8397 0.8424 0.1364
F -0.7710 4.6107 -0.6307 0.1155
S -2.3976 6.2511 0.6472 0.7615
F -1.5511 7.4838 1.1396 -0.1140
F -2.1174 6.6742 -0.8514 -0.1173
F -3.2603 5.0195 0.1417 -0.1601
F -2.6741 5.8519 2.1499 -0.1161
F -3.6929 7.1321 0.6529 -0.0918
N -2.6069 -0.5260 -1.3394 0.1249
C -3.4268 0.3558 -2.0000 -0.5612
O -3.2419 0.8360 -3.0804 0.1163
C -4.6547 0.5793 -1.1177 -0.5227
Cl -4.6891 2.2802 -0.5919 0.7866
C -4.5543 -0.4872 -0.0021 -0.3880
O -5.0119 0.1417 1.2286 -0.0021
C -4.8219 -0.6152 2.2620 -0.3493
N -4.6176 -1.2721 3.1810 0.2236
C -5.4857 -1.6899 -0.2758 -0.6861
I -5.3109 -2.4589 -2.2821 1.0499
C -6.9584 -1.4371 0.0725 -0.8049
C -7.7806 -0.5267 -0.8203 -0.1791
I -7.9208 -3.3703 0.1284 0.9206
H 9.0795 0.1337 2.2559 0.0970
H 9.4272 -1.5998 2.3169 0.0927
H 7.7594 -1.0120 2.5104 0.0781
H 7.1948 0.5745 0.6025 0.1266
H 8.7949 0.9587 -0.0783 0.1373
H 8.3022 -0.5257 -2.0002 0.1270
H 7.0862 0.7256 -1.8494 0.1214
H 6.8506 -2.2076 -1.5841 0.1169
H 6.1272 -1.3521 -0.2251 0.0719
H 5.0597 0.0654 -2.2967 0.1213
H 5.1553 -1.5135 -3.0490 0.1240
H 4.1473 -1.8911 -0.3503 0.0094
H 3.2766 -0.5427 -1.0653 0.1335
H 2.2636 -1.9392 -2.7442 0.1558
H 3.5704 -3.1132 -2.6357 0.1287
H 1.6636 -4.0590 -1.4985 0.1349
H 2.9976 -3.5822 -0.3676 -0.1394
H 1.4268 -2.4140 0.8409 0.1191
H 1.1240 -1.3846 -0.5785 0.1107
H -0.6959 -2.8890 -1.2777 0.1165
H -0.1418 -4.1129 -0.1701 0.1153
H -0.7623 -1.7033 1.3536 0.0948
H -1.2761 -3.3445 1.5696 0.1211
H -2.8774 -2.8810 -0.4752 0.0883
H -3.3143 -2.5983 1.1782 0.1105
H -2.9719 1.1016 1.1472 0.0934
H -2.1778 -0.2168 1.9462 0.1212
H -0.3813 -0.0344 0.0915 0.0749
H -1.1223 1.4652 -0.3437 0.1196
H 0.7154 0.9158 1.8085 0.1041
H -0.7598 1.4582 2.5615 0.1225
H 1.1199 3.1604 1.8365 0.1318
H 0.5073 2.9611 0.2188 0.1216
H -2.1957 -1.2726 -1.8738 0.1283
H -5.5064 0.4768 -1.7774 0.0781
H -5.1591 -2.5285 0.3301 0.0370
H -7.0464 -1.0770 1.0918 0.0746
H -8.7795 -0.4495 -0.3959 0.0795
H -7.3866 0.4884 -0.8304 0.0774
H -7.9019 -0.9146 -1.8273 0.0522
Pb 4.5213 -4.0931 0.8625 1.7351
```

The largest force on an atom comes out at 0.029 Eh/bohr. Its highest occupied orbital energy is -12.49 eV. As for the total charge: +2.

***

# 3
Entry from OMol25: an isolated molecule of C7H12 (ωB97M-V with the def2-TZVPD basis set).

The geometry in XYZ format:
```
19
Properties=species:S:1:pos:R:3:lowdin_charge:R:1
C -2.0210 -0.5952 -0.7039 0.0322
C -0.7824 -0.2414 -0.1595 -0.2289
C 0.3833 -0.0065 -1.1817 -0.0959
C 1.5880 0.3455 -0.7666 -0.1663
C 2.7835 0.4445 -1.7531 -0.0947
C -0.5255 0.0639 1.3964 -0.2468
C -1.6560 -0.3196 2.3334 -0.1362
H -2.9017 -0.7810 -0.0988 0.0343
H -2.3003 -0.7163 -1.7550 0.0533
H 0.2317 -0.4656 -2.1664 0.1080
H 1.6618 0.9667 0.1043 0.0840
H 3.3351 -0.5425 -1.7791 0.0886
H 3.5072 1.1480 -1.3621 0.0526
H 2.4549 0.8090 -2.6977 0.0527
H 0.5459 -0.2433 1.6495 0.1082
H -0.3875 1.2191 1.5446 0.1349
H -1.5267 0.2433 3.2316 0.0557
H -2.5211 0.1039 1.7755 0.0647
H -1.8692 -1.4324 2.3885 0.0995
```

The largest force on an atom comes out at 0.065 Eh/bohr. As for the SMILES: C=C(/C=C/C)CC. Its highest occupied orbital energy is -8.58 eV. As for the total charge: 0. As for the relative energy (zero: lowest compared OMol25 entry of this formula, charge and spin): 48.0 kcal/mol.

***

# 4
Entry from OMol25: a cluster of 2 separate species, C5H11FSi in total (ωB97M-V with the def2-TZVPD basis set).

The geometry in XYZ format:
```
18
Properties=species:S:1:pos:R:3:lowdin_charge:R:1
C 3.2193 0.3004 0.8272 -0.2760
C 1.9465 0.4903 0.7126 0.1040
C 4.2514 0.9181 -0.1135 -0.1195
C -3.6603 -0.9471 1.2037 -0.2221
C -1.9447 -0.5936 -1.6703 -0.2418
F -2.4838 1.5139 0.1668 -0.2786
Si -2.1034 -0.1167 0.1479 0.6680
H 3.5419 -0.2168 1.6662 0.0576
H 1.2768 0.9413 0.0588 -0.0037
H 4.6380 1.8757 0.1146 0.0377
H 3.7387 1.1316 -1.1402 0.0993
H 5.1400 0.2131 -0.2655 0.0870
H -3.7925 -1.9147 0.7092 -0.0062
H -3.6073 -1.2542 2.2661 0.0111
H -4.5372 -0.2899 1.2015 0.0087
H -1.3163 -1.5366 -1.7589 0.0432
H -2.9215 -0.7682 -1.8903 -0.0364
H -1.3857 0.2537 -2.2359 0.0677
```

The largest force on an atom comes out at 0.088 Eh/bohr. Its highest occupied orbital energy (alpha / beta) is -8.75 / -7.46 eV. As for the total charge: 0. As for the relative energy (zero: lowest compared OMol25 entry of this formula, charge and spin): 99.0 kcal/mol.

***

# 5
Entry from OMol25: an isolated molecule of C4H10N2O2 (ωB97M-V with the def2-TZVPD basis set).

The geometry in XYZ format:
```
18
Properties=species:S:1:pos:R:3:lowdin_charge:R:1
N -2.2396 -2.0610 -1.1502 -0.0390
C -2.4729 -1.2281 0.0111 -0.3250
C -1.1644 -0.6108 0.4800 -0.2049
C -0.7205 0.6898 -0.1503 -0.2011
N 0.6547 0.9750 -0.4346 0.0889
C 1.8474 0.9487 0.1346 -0.6642
O 2.9023 1.1974 -0.3691 0.0909
O 1.8097 0.5904 1.4507 0.0469
H -3.0298 -2.6871 -1.4201 0.0885
H -1.2313 -2.3214 -1.2248 0.0825
H -3.1123 -1.7597 0.8072 0.1220
H -3.2250 -0.4704 -0.2753 0.1014
H -1.2548 -0.4011 1.5403 0.1042
H -0.3414 -1.3175 0.4850 0.1082
H -1.2139 1.5837 0.3264 0.1353
H -1.4037 0.8151 -1.0025 0.1203
H 0.8074 1.2204 -1.4125 0.1603
H 2.4649 -0.1610 1.7649 0.1848
```

The largest force on an atom comes out at 0.068 Eh/bohr. As for the SMILES: NCCCNC(=O)O. Its highest occupied orbital energy is -8.93 eV. As for the total charge: 0. As for the relative energy (zero: lowest compared OMol25 entry of this formula, charge and spin): 56.8 kcal/mol.